1.
{
  "formula": "C45H110N2O11",
  "method": "ωB97M-V/def2-TZVPD",
  "elements": ["C", "C", "C", "O", "H", "H", "H", "H", "H", "H", "H", "H", "C", "C", "C", "O", "H", "H", "H", "H", "H", "H", "H", "H", "C", "C", "C", "O", "H", "H", "H", "H", "H", "H", "H", "H", "C", "C", "C", "O", "H", "H", "H", "H", "H", "H", "H", "H", "C", "C", "C", "O", "H", "H", "H", "H", "H", "H", "H", "H", "C", "C", "C", "O", "H", "H", "H", "H", "H", "H", "H", "H", "C", "C", "C", "O", "H", "H", "H", "H", "H", "H", "H", "H", "C", "C", "C", "O", "H", "H", "H", "H", "H", "H", "H", "H", "C", "C", "C", "O", "H", "H", "H", "H", "H", "H", "H", "H", "C", "C", "C", "C", "C", "C", "N", "O", "C", "C", "C", "H", "H", "H", "H", "H", "H", "H", "H", "H", "H", "H", "H", "H", "H", "H", "H", "H", "H", "H", "C", "C", "C", "C", "C", "C", "N", "O", "C", "C", "C", "H", "H", "H", "H", "H", "H", "H", "H", "H", "H", "H", "H", "H", "H", "H", "H", "H", "H", "H"],
  "xyz": [[0.967, 2.034, 7.351], [0.108, 1.385, 6.314], [-0.099, 2.109, 4.997], [0.632, 0.125, 6.099], [0.754, 1.775, 8.388], [0.788, 3.107, 7.281], [2.025, 1.831, 7.188], [-0.874, 1.313, 6.782], [-0.427, 3.103, 5.300], [-0.733, 1.526, 4.329], [0.855, 2.109, 4.470], [0.648, -0.252, 6.982], [-0.227, 5.713, 2.819], [-1.630, 5.659, 2.115], [-1.908, 4.468, 1.129], [-2.646, 5.452, 3.031], [-0.142, 4.760, 3.341], [-0.063, 6.555, 3.490], [0.492, 5.851, 2.012], [-1.732, 6.653, 1.679], [-2.608, 3.674, 1.390], [-0.911, 4.032, 1.064], [-2.314, 4.834, 0.186], [-3.432, 5.897, 2.707], [-3.397, -3.678, 3.348], [-2.299, -4.573, 4.031], [-2.703, -5.140, 5.459], [-1.924, -5.616, 3.208], [-3.505, -2.630, 3.629], [-4.356, -4.186, 3.250], [-3.115, -3.444, 2.321], [-1.409, -3.945, 4.075], [-2.971, -4.320, 6.126], [-1.927, -5.798, 5.849], [-3.544, -5.832, 5.415], [-2.146, -5.415, 2.296], [5.623, 2.943, -2.752], [4.158, 2.726, -2.343], [3.992, 2.560, -0.846], [3.274, 3.785, -2.713], [5.911, 3.875, -2.265], [5.575, 2.962, -3.841], [6.338, 2.179, -2.448], [3.826, 1.847, -2.896], [4.414, 3.313, -0.179], [4.556, 1.711, -0.460], [2.962, 2.252, -0.668], [3.684, 4.509, -3.193], [4.697, -7.086, 1.059], [4.830, -6.469, -0.328], [3.908, -5.277, -0.407], [6.119, -5.965, -0.528], [4.896, -8.157, 1.089], [3.685, -6.938, 1.438], [5.429, -6.635, 1.728], [4.441, -7.183, -1.054], [2.913, -5.533, -0.043], [3.792, -4.873, -1.413], [4.293, -4.506, 0.260], [6.689, -6.493, 0.035], [5.888, -1.828, 0.327], [6.679, -0.518, 0.518], [7.598, -0.616, 1.754], [7.365, -0.312, -0.652], [6.504, -2.723, 0.245], [5.108, -1.809, -0.434], [5.495, -2.056, 1.318], [5.996, 0.329, 0.585], [8.192, 0.293, 1.665], [8.229, -1.505, 1.751], [6.979, -0.460, 2.638], [6.768, -0.445, -1.392], [-5.501, -0.328, 0.175], [-5.828, -0.327, -1.328], [-6.480, 0.970, -1.816], [-4.544, -0.263, -1.825], [-4.864, -1.136, 0.534], [-6.280, -0.186, 0.923], [-4.822, 0.503, 0.367], [-6.346, -1.272, -1.490], [-5.856, 1.610, -2.440], [-6.667, 1.537, -0.904], [-7.465, 1.013, -2.279], [-4.051, -0.937, -1.351], [-4.663, -0.786, -5.663], [-4.350, -2.247, -5.931], [-4.304, -2.928, -4.554], [-5.204, -2.947, -6.801], [-4.823, -0.231, -6.587], [-3.930, -0.321, -5.003], [-5.635, -0.840, -5.173], [-3.329, -2.288, -6.312], [-3.468, -2.701, -3.893], [-4.187, -4.006, -4.660], [-5.056, -2.577, -3.847], [-6.054, -3.010, -6.361], [4.634, -3.550, 5.211], [4.011, -2.652, 4.159], [2.454, -2.692, 4.198], [4.371, -1.294, 4.304], [3.907, -4.301, 5.520], [4.845, -3.105, 6.183], [5.516, -4.048, 4.807], [4.248, -3.027, 3.164], [2.014, -1.907, 3.583], [2.161, -2.499, 5.230], [1.966, -3.646, 3.999], [3.977, -1.079, 5.153], [-1.632, 6.540, -5.206], [-1.992, 5.455, -4.163], [-3.508, 5.261, -4.328], [-3.949, 3.912, -3.729], [-3.165, 2.652, -4.350], [-1.606, 2.845, -4.089], [-1.231, 4.185, -4.547], [0.200, 4.363, -4.604], [-1.216, 2.675, -2.595], [-0.903, 1.811, -4.982], [-1.488, 6.037, -2.822], [-1.800, 6.203, -6.228], [-2.174, 7.471, -5.037], [-0.561, 6.742, -5.211], [-4.102, 6.017, -3.814], [-3.694, 5.228, -5.401], [-3.859, 3.985, -2.645], [-5.024, 3.831, -3.891], [-3.470, 2.439, -5.375], [-3.438, 1.802, -3.725], [-1.603, 1.699, -2.304], [-1.795, 3.383, -2.002], [-0.157, 2.859, -2.416], [0.168, 1.782, -4.781], [-0.962, 2.220, -5.990], [-1.324, 0.813, -5.108], [-1.833, 7.022, -2.507], [-1.880, 5.272, -2.152], [-0.399, 6.029, -2.787], [0.317, 4.231, -5.548], [-0.602, -2.495, -2.265], [-0.493, -2.409, -0.725], [0.987, -2.563, -0.498], [1.473, -2.199, 0.892], [1.187, -0.763, 1.199], [-0.328, -0.404, 1.050], [-0.861, -1.049, -0.229], [-2.099, -0.682, -0.604], [-1.084, -0.825, 2.274], [-0.309, 1.169, 0.961], [-1.357, -3.472, 0.006], [-0.054, -1.687, -2.749], [-1.685, -2.455, -2.383], [-0.232, -3.435, -2.676], [1.168, -3.636, -0.442], [1.612, -2.040, -1.221], [2.556, -2.314, 0.933], [1.077, -2.957, 1.567], [1.848, -0.099, 0.642], [1.379, -0.630, 2.264], [-0.943, -1.881, 2.503], [-0.862, -0.242, 3.168], [-2.158, -0.743, 2.105], [-0.012, 1.506, -0.032], [-1.285, 1.577, 1.226], [0.480, 1.521, 1.625], [-1.261, -3.390, 1.089], [-1.165, -4.480, -0.361], [-2.422, -3.344, -0.187], [-1.906, 0.123, -1.090]],
  "charge": 1,
  "s_squared": 0.754,
  "energy_ha": -2717.11203,
  "homo_lumo_gap_ev": [8.15, 3.82],
  "e_homo_ev": [-10.13, -10.13],
  "multiplicity": 2
}


2.
{
  "formula": "C45H113N7O13",
  "method": "ωB97M-V/def2-TZVPD",
  "elements": ["C", "C", "C", "C", "C", "C", "N", "O", "C", "C", "C", "H", "H", "H", "H", "H", "H", "H", "H", "H", "H", "H", "H", "H", "H", "H", "H", "H", "H", "H", "C", "C", "C", "C", "C", "C", "N", "O", "C", "C", "C", "H", "H", "H", "H", "H", "H", "H", "H", "H", "H", "H", "H", "H", "H", "H", "H", "H", "H", "H", "C", "C", "C", "C", "C", "C", "N", "O", "C", "C", "C", "H", "H", "H", "H", "H", "H", "H", "H", "H", "H", "H", "H", "H", "H", "H", "H", "H", "H", "H", "C", "O", "N", "N", "H", "H", "H", "H", "C", "O", "N", "N", "H", "H", "H", "H", "C", "C", "O", "H", "H", "H", "H", "H", "H", "C", "C", "O", "H", "H", "H", "H", "H", "H", "C", "C", "O", "H", "H", "H", "H", "H", "H", "C", "C", "O", "H", "H", "H", "H", "H", "H", "C", "C", "O", "H", "H", "H", "H", "H", "H", "C", "C", "O", "H", "H", "H", "H", "H", "H", "C", "C", "O", "H", "H", "H", "H", "H", "H", "C", "C", "O", "H", "H", "H", "H", "H", "H"],
  "xyz": [[-8.629, 1.840, 0.305], [-8.096, 3.296, 0.307], [-8.535, 3.856, 1.745], [-7.636, 5.131, 2.247], [-6.223, 4.578, 2.304], [-5.622, 3.893, 1.048], [-6.630, 3.193, 0.209], [-6.174, 2.815, -1.023], [-5.184, 5.112, 0.123], [-4.432, 3.011, 1.419], [-8.683, 4.281, -0.818], [-9.707, 1.803, 0.463], [-8.329, 1.181, 1.119], [-8.269, 1.443, -0.644], [-9.584, 4.150, 1.707], [-8.301, 3.041, 2.430], [-7.889, 5.607, 3.194], [-7.695, 5.959, 1.541], [-6.157, 3.826, 3.091], [-5.483, 5.327, 2.583], [-6.047, 5.640, -0.282], [-4.573, 5.823, 0.678], [-4.496, 4.737, -0.635], [-3.919, 2.717, 0.504], [-3.819, 3.616, 2.088], [-4.783, 2.048, 1.791], [-8.300, 5.299, -0.754], [-9.770, 4.353, -0.871], [-8.320, 3.939, -1.787], [-5.880, 1.924, -0.817], [0.644, -1.347, -1.531], [0.869, -0.440, -0.260], [-0.011, 0.775, -0.353], [-0.236, 1.811, 0.771], [-0.693, 0.856, 1.981], [0.228, -0.410, 2.238], [0.492, -1.171, 0.952], [1.199, -2.333, 1.145], [1.469, 0.146, 2.902], [-0.605, -1.353, 3.109], [2.351, 0.009, -0.317], [0.967, -0.919, -2.480], [-0.413, -1.612, -1.574], [1.142, -2.314, -1.455], [0.462, 1.447, -1.069], [-0.987, 0.552, -0.781], [-0.953, 2.589, 0.512], [0.727, 2.229, 1.065], [-1.727, 0.522, 1.898], [-0.589, 1.481, 2.868], [1.924, 1.053, 2.503], [1.290, 0.355, 3.956], [2.228, -0.636, 2.918], [0.069, -2.150, 3.424], [-1.115, -0.862, 3.938], [-1.373, -1.862, 2.527], [2.620, 0.780, 0.404], [2.655, 0.246, -1.337], [3.058, -0.779, -0.060], [2.103, -2.063, 1.325], [4.335, 3.022, -2.222], [3.957, 2.704, -3.702], [2.402, 2.933, -3.787], [1.912, 3.147, -5.213], [2.560, 4.249, -5.917], [4.106, 3.970, -6.048], [4.615, 3.634, -4.636], [6.017, 3.513, -4.614], [4.412, 2.924, -7.060], [4.777, 5.379, -6.380], [4.204, 1.206, -3.917], [5.391, 2.836, -2.028], [3.644, 2.575, -1.506], [4.092, 4.079, -2.114], [1.860, 2.004, -3.611], [1.954, 3.692, -3.146], [0.823, 3.107, -5.253], [2.063, 2.259, -5.827], [2.244, 5.074, -5.279], [2.054, 4.287, -6.881], [3.937, 1.944, -7.000], [4.160, 3.282, -8.058], [5.482, 2.804, -6.895], [4.623, 6.038, -5.525], [5.846, 5.178, -6.450], [4.289, 5.703, -7.299], [5.273, 1.099, -3.731], [4.000, 0.803, -4.908], [3.692, 0.677, -3.112], [6.226, 4.405, -4.330], [-1.770, -4.062, -0.180], [-2.751, -4.720, -0.570], [-0.519, -4.401, -0.357], [-1.747, -2.934, 0.398], [0.279, -3.817, -0.148], [-0.282, -5.350, -0.608], [-0.885, -2.489, 0.678], [-2.522, -2.536, 0.910], [-1.078, 0.452, -5.621], [-0.538, 1.315, -6.358], [-0.386, -0.457, -5.043], [-2.373, 0.301, -5.416], [0.539, -0.485, -5.446], [-0.822, -1.231, -4.562], [-2.688, -0.537, -4.949], [-3.023, 1.020, -5.697], [2.674, -1.984, 6.779], [3.077, -3.443, 6.886], [4.338, -3.556, 6.375], [2.501, -1.605, 5.772], [3.361, -1.334, 7.322], [1.717, -1.897, 7.293], [2.427, -4.073, 6.278], [3.120, -3.680, 7.949], [4.966, -3.186, 6.999], [-3.841, 0.617, 4.320], [-4.538, -0.624, 3.827], [-5.874, -0.252, 3.563], [-2.779, 0.449, 4.501], [-4.421, 1.119, 5.094], [-3.821, 1.381, 3.542], [-4.370, -1.426, 4.545], [-4.122, -0.991, 2.888], [-6.044, -0.508, 2.653], [1.402, -7.469, -2.350], [0.850, -6.389, -3.303], [0.835, -5.135, -2.732], [0.672, -7.850, -1.637], [2.124, -7.019, -1.669], [1.885, -8.319, -2.832], [-0.154, -6.621, -3.660], [1.504, -6.325, -4.173], [1.731, -4.837, -2.560], [-2.938, -3.125, -3.790], [-2.044, -4.027, -4.529], [-0.754, -3.469, -4.663], [-2.489, -3.145, -2.797], [-3.977, -3.439, -3.886], [-2.885, -2.081, -4.098], [-2.415, -4.189, -5.541], [-2.011, -5.000, -4.038], [-0.198, -3.843, -3.974], [2.716, -6.555, 2.898], [2.162, -5.866, 1.687], [1.547, -6.823, 0.916], [1.921, -7.143, 3.356], [3.265, -5.944, 3.614], [3.433, -7.257, 2.471], [2.915, -5.236, 1.214], [1.437, -5.086, 1.920], [0.968, -7.321, 1.497], [-1.793, 1.620, 7.738], [-0.872, 0.749, 6.787], [-1.463, -0.511, 6.679], [-1.564, 2.685, 7.689], [-1.824, 1.539, 8.825], [-2.830, 1.576, 7.405], [0.093, 0.821, 7.289], [-0.689, 1.184, 5.805], [-0.740, -1.123, 6.836], [4.936, -2.459, 1.994], [5.275, -2.557, 0.523], [5.096, -3.921, 0.283], [4.719, -1.411, 2.196], [5.827, -2.591, 2.608], [4.132, -3.085, 2.381], [6.310, -2.274, 0.336], [4.792, -1.935, -0.230], [4.953, -4.201, -0.624], [7.059, 1.656, -0.038], [6.462, 1.347, 1.274], [7.076, 1.933, 2.336], [6.947, 0.817, -0.725], [8.102, 1.797, 0.247], [6.522, 2.489, -0.492], [6.636, 0.285, 1.449], [5.378, 1.457, 1.285], [6.572, 1.989, 3.151]],
  "charge": 1,
  "s_squared": 0.754,
  "energy_ha": -3143.14372,
  "homo_lumo_gap_ev": [6.41, 2.81],
  "e_homo_ev": [-9.35, -9.35],
  "multiplicity": 2
}